P) DFT (wB97M-V/def2-TZVPD) results for 3 unconnected molecules or ions with the total composition C3H11NO4.

Structure (XYZ):
```
19
C3H11NO4, DFT wB97M-V/def2-TZVPD
C 1.843 0.567 0.850
N 0.868 0.114 -0.123
C 0.091 1.200 -0.676
C -1.392 1.026 -0.441
O -2.173 0.518 -1.207
O -1.772 1.467 0.777
H 2.615 1.238 0.478
H 2.322 -0.322 1.231
H 1.358 1.122 1.646
H 1.286 -0.357 -0.909
H 0.138 1.324 -1.758
H 0.379 2.196 -0.359
H -2.676 1.185 0.975
O -0.368 -1.689 -2.454
H -0.084 -2.187 -1.676
H -1.098 -1.148 -2.118
O -0.681 -2.406 1.928
H -0.711 -1.654 1.326
H 0.056 -2.195 2.510
```

Summary:
Spin multiplicity: 1
HOMO level, eV: -9.8148
HOMO-LUMO gap, eV: 10.32
SMILES string: CNCC(=O)O.O.O



Q) DFT (wB97M-V/def2-TZVPD) results for 3 unconnected molecules or ions with the total composition C3H11NO4.

Structure (XYZ):
```
19
C3H11NO4, DFT wB97M-V/def2-TZVPD
C 1.074 0.875 1.352
N 1.207 0.421 -0.056
C 0.299 0.965 -1.065
C -1.196 0.797 -0.823
O -2.018 0.976 -1.682
O -1.535 0.450 0.436
H 0.559 0.164 1.987
H 0.401 1.742 1.429
H 2.019 1.292 1.698
H 0.994 -0.557 0.086
H 0.605 0.567 -2.021
H 0.522 2.036 -1.041
H -2.460 0.707 0.561
O 1.790 -1.381 -1.928
H 1.405 -1.969 -2.591
H 2.229 -2.013 -1.345
O 0.005 -2.168 3.165
H 0.293 -1.528 2.501
H -0.950 -2.034 3.134
```

Summary:
Spin multiplicity: 1
HOMO level, eV: -9.0898
HOMO-LUMO gap, eV: 9.46
SMILES string: CNCC(=O)O.O.O



It turns out P) is the most stable, with the second structure 16.1 kcal/mol higher.



P) DFT (wB97M-V/def2-TZVPD) results for 3 unconnected molecules or ions with the total composition C3H11NO4.

Structure (XYZ):
```
19
C3H11NO4, DFT wB97M-V/def2-TZVPD
O 0.613 1.558 -1.805
C 0.578 1.253 -0.640
N 1.452 0.326 -0.136
C 1.531 -0.082 1.314
C 1.240 -1.609 1.339
O 0.359 -2.021 0.276
H -0.085 1.794 0.035
H 2.009 -0.339 -0.700
H 2.541 0.122 1.695
H 0.759 0.391 1.983
H 2.175 -2.073 1.204
H 0.821 -1.943 2.410
H -0.504 -1.536 0.332
O -2.520 1.593 -2.181
H -3.120 1.589 -2.837
H -1.617 1.833 -2.383
O -1.812 -0.369 0.305
H -2.795 -0.464 0.398
H -1.625 -0.022 -0.608
```

Summary:
Spin multiplicity: 1
HOMO level, eV: -9.7190
HOMO-LUMO gap, eV: 10.36
SMILES string: O=CNCCO.O.O



Q) DFT (wB97M-V/def2-TZVPD) results for 3 unconnected molecules or ions with the total composition C3H11NO4.

Structure (XYZ):
```
19
C3H11NO4, DFT wB97M-V/def2-TZVPD
C 1.417 -0.975 2.233
C 1.071 -1.409 0.785
N 1.615 -0.509 -0.199
C 0.800 0.169 -1.018
O -0.420 0.246 -0.896
O 1.434 0.800 -1.995
H 1.293 0.110 2.255
H 0.751 -1.405 2.964
H 2.423 -1.311 2.478
H 1.438 -2.435 0.684
H 0.001 -1.514 0.645
H 2.604 -0.332 -0.258
H 0.967 1.470 -2.497
O -3.245 0.237 -1.127
H -2.816 0.130 -1.982
H -2.841 -0.446 -0.596
O -2.232 2.802 -0.585
H -1.414 2.278 -0.517
H -2.845 2.095 -0.374
```

Summary:
Spin multiplicity: 1
HOMO level, eV: -10.2801
HOMO-LUMO gap, eV: 10.76
SMILES string: CCNC(=O)O.O.O



It turns out Q) is the most stable, with the second structure 32.5 kcal/mol higher.



P) DFT (wB97M-V/def2-TZVPD) results for a molecular structure, C5H9N.

Structure (XYZ):
```
15
C5H9N, DFT wB97M-V/def2-TZVPD
C -1.884 0.538 -0.079
C -0.915 -0.550 -0.127
C 0.939 -0.119 0.604
C 2.035 -0.462 -0.382
C 0.552 1.223 0.710
N -0.066 2.203 0.657
H -2.371 0.796 0.853
H -1.845 1.331 -0.817
H -2.490 -0.374 -0.513
H -1.152 -1.362 0.539
H -0.627 -0.826 -1.132
H 1.052 -0.611 1.575
H 2.011 -1.540 -0.558
H 1.857 0.044 -1.331
H 3.050 -0.192 -0.059
```

Summary:
Spin multiplicity: 1
HOMO level, eV: -9.0789
HOMO-LUMO gap, eV: 10.01



Q) DFT (wB97M-V/def2-TZVPD) results for C5H9N in the gas phase.

Structure (XYZ):
```
15
C5H9N, DFT wB97M-V/def2-TZVPD
C 1.496 2.468 0.524
C 0.986 1.719 -0.452
C 0.773 0.248 -0.516
C -0.426 -0.204 -0.133
N -0.834 -1.516 -0.295
C -1.627 -2.235 0.686
H 1.576 3.539 0.508
H 1.805 1.881 1.389
H 0.724 2.270 -1.362
H 1.674 -0.290 -0.776
H -1.167 0.496 0.238
H -0.719 -2.056 -1.133
H -1.186 -3.214 0.862
H -1.716 -1.714 1.634
H -2.663 -2.368 0.352
```

Summary:
Spin multiplicity: 1
HOMO level, eV: -7.9442
HOMO-LUMO gap, eV: 9.12
SMILES string: C=C/C=C/NC



It turns out Q) is the most stable, with the second structure 18.0 kcal/mol higher.



P) DFT (wB97M-V/def2-TZVPD) results for 2 unconnected molecules or ions with the total composition C4H4N.

Structure (XYZ):
```
9
C4H4N, DFT wB97M-V/def2-TZVPD
C -2.363 0.775 -0.874
C 2.285 -1.559 -0.082
C -1.295 0.752 -0.243
C -0.067 0.890 0.332
N 1.231 -1.194 0.153
H -3.394 0.804 -1.199
H 3.147 -2.181 -0.118
H -0.011 0.801 1.450
H 0.871 0.888 -0.340
```

Summary:
Spin multiplicity: 1
HOMO level (alpha / beta), eV: -16.4856 / -16.4851
HOMO-LUMO gap (alpha / beta), eV: 8.91 / 8.91
Charge: +1



Q) DFT (wB97M-V/def2-TZVPD) results for 2 unconnected molecules or ions with the total composition C4H4N.

Structure (XYZ):
```
9
C4H4N, DFT wB97M-V/def2-TZVPD
C 2.244 1.337 -0.046
C -3.397 0.432 -0.031
C 1.734 0.207 0.007
C 1.100 -0.937 -0.026
N -2.335 0.065 -0.041
H 2.955 2.021 -0.237
H -4.442 0.699 -0.153
H 0.077 -1.227 -0.192
H 1.602 -1.914 -0.234
```

Summary:
Spin multiplicity: 1
HOMO level, eV: -16.1573
HOMO-LUMO gap, eV: 7.77
Charge: +1



It turns out P) is the most stable, with the second structure 11.9 kcal/mol higher.



P) DFT (wB97M-V/def2-TZVPD) results for C2H6O in the gas phase.

Structure (XYZ):
```
9
C2H6O, DFT wB97M-V/def2-TZVPD
C 0.022 0.945 -0.433
C 0.330 -0.528 -0.005
O -0.450 -0.723 1.165
H -1.035 0.958 -0.691
H 0.677 1.355 -1.192
H 0.081 1.392 0.555
H 0.081 -1.294 -0.751
H 1.380 -0.692 0.244
H -1.085 -1.413 1.107
```

Summary:
Spin multiplicity: 1
HOMO level, eV: -10.3031
HOMO-LUMO gap, eV: 11.35
SMILES string: CCO



Q) DFT (wB97M-V/def2-TZVPD) results for 2 unconnected molecules or ions with the total composition C2H6O.

Structure (XYZ):
```
9
C2H6O, DFT wB97M-V/def2-TZVPD
C -0.402 0.227 -0.113
C -1.726 -0.142 0.069
H 0.098 1.169 -0.038
H 0.304 -0.495 -0.417
H -2.452 0.739 0.138
H -1.930 -1.136 -0.007
O 1.693 -0.101 -0.050
H 1.650 0.769 0.421
H 1.553 -0.748 0.566
```

Summary:
Spin multiplicity: 1
HOMO level, eV: -9.1731
HOMO-LUMO gap, eV: 9.98
SMILES string: C=C.O



It turns out P) is the most stable, with the second structure 75.9 kcal/mol higher.



P) DFT (wB97M-V/def2-TZVPD) results for 2 unconnected molecules or ions with the total composition C2H6O.

Structure (XYZ):
```
9
C2H6O, DFT wB97M-V/def2-TZVPD
C 1.320 -0.749 -0.607
O 2.216 -0.191 -1.243
H 1.261 -1.838 -0.816
H 0.592 -0.265 0.145
C -1.085 0.696 0.606
H -1.173 1.586 1.047
H -2.035 0.137 0.577
H -0.398 -0.069 0.842
H -0.698 0.693 -0.551
```

Summary:
Spin multiplicity: 1
HOMO level, eV: -9.8317
HOMO-LUMO gap, eV: 10.64
SMILES string: C=O.C



Q) DFT (wB97M-V/def2-TZVPD) results for 2 unconnected molecules or ions with the total composition C2H6O.

Structure (XYZ):
```
9
C2H6O, DFT wB97M-V/def2-TZVPD
C 0.213 -0.930 -0.169
C -0.068 0.454 0.383
O 0.924 1.339 0.482
H 0.768 -1.459 0.623
H -0.707 -1.485 -0.392
H 0.857 -0.868 -1.053
H -0.865 0.451 1.160
H -0.985 0.992 -0.658
H -0.137 1.506 -0.375
```

Summary:
Spin multiplicity: 1
HOMO level, eV: -9.6292
HOMO-LUMO gap, eV: 10.33



It turns out P) is the most stable, with the second structure 36.3 kcal/mol higher.